[1]
92
Properties=species:S:1:pos:R:3:forces:R:3 method="wB97M-V/def2-TZVPD" s_squared=6.01 e_tot_ha=-3504.308141 e_above_lowest_kcal_mol=51.9 e_homo_ev="-5.7 / -7.8" spin_multiplicity=5 charge=0
Ir 0.224 0.930 1.216 0.5 2.6 -0.4
Cl -0.754 1.046 -1.035 0.4 0.6 -1.1
Cl 1.080 0.717 3.375 0.7 -0.4 2.0
Cl -1.373 2.363 2.055 -0.8 1.1 0.4
Si -2.578 -1.444 0.548 -2.5 -0.2 0.9
O -3.445 -0.192 -0.246 0.4 -1.2 0.5
O 2.084 -0.258 0.623 2.4 -1.4 0.8
O 1.729 2.402 0.699 1.6 1.5 -0.3
O 0.449 -2.143 -0.448 -0.1 -0.8 -1.0
N 4.062 2.637 0.834 -1.5 -0.2 -0.7
N 4.289 -0.762 1.165 -0.5 -0.8 0.1
N 4.933 2.911 1.831 1.7 -0.1 0.7
N 0.513 -2.157 -2.761 0.0 -0.5 0.3
C 2.758 2.763 1.344 -0.2 -1.0 -0.3
C 4.648 3.033 -2.809 0.1 -0.2 0.1
C 6.196 1.394 -1.917 -0.4 0.1 0.0
C 4.265 3.183 2.965 -0.3 0.0 -0.3
C -4.567 1.762 -2.199 0.2 0.2 -0.2
C 4.021 3.137 -1.568 0.2 -0.2 0.1
C 4.601 -1.585 -0.004 0.0 0.2 -0.3
C -5.904 -2.111 -0.255 -0.2 -0.4 0.5
C -6.358 -0.661 1.637 0.2 -0.5 -0.4
C 0.886 -2.563 -1.515 -0.2 0.7 0.1
C -3.403 -2.194 2.063 -0.4 0.3 0.2
C -7.074 -1.688 2.251 0.0 0.1 -0.3
C 6.373 2.909 1.691 0.3 0.2 0.2
C 5.158 -1.102 2.303 -0.6 -0.2 0.1
C 5.748 2.190 -2.982 0.3 -0.2 0.3
C -1.098 -0.738 1.530 -1.0 -1.5 -1.7
C 1.336 -2.465 -3.917 -0.1 -0.2 0.3
C -2.704 -2.975 -0.508 0.7 -0.3 -0.6
C 5.531 1.458 -0.691 0.2 0.0 -0.1
C -5.359 0.685 -1.534 -0.6 -0.6 0.1
C 2.934 -0.621 1.450 0.1 0.6 -0.4
C -6.598 -3.161 0.377 0.2 0.6 -0.3
C 4.508 2.382 -0.496 0.1 0.2 -0.2
C -7.254 0.828 -3.199 -0.4 0.2 -0.5
C -4.831 0.189 -0.180 -0.2 0.1 -0.1
C -7.181 -2.934 1.629 0.0 -0.1 -0.1
C -6.555 0.288 -2.004 0.6 -0.1 0.5
C 2.928 3.158 2.694 -0.2 0.2 0.1
C -0.757 -1.500 -3.025 -0.2 0.7 0.1
C 4.963 3.404 4.251 0.1 0.3 0.8
C -5.727 -0.890 0.415 0.2 0.1 -0.1
H 5.666 2.595 4.510 -0.3 0.3 -0.2
H -6.250 0.325 2.075 0.0 -0.1 0.2
H 2.140 3.327 3.402 -0.1 -0.1 0.0
H -5.524 -2.229 -1.277 0.1 0.0 0.6
H -7.756 -3.734 2.094 0.2 0.2 0.0
H 2.074 -3.207 -3.607 0.1 0.0 -0.2
H 4.898 -2.097 2.711 0.2 0.3 0.0
H -6.657 0.815 -4.118 0.1 0.0 0.2
H 5.028 -0.339 3.078 0.2 -0.2 -0.1
H 5.518 4.356 4.256 -0.2 -0.3 0.0
H 4.212 3.446 5.054 0.3 0.0 -0.3
H 1.868 -1.581 -4.292 -0.2 -0.1 0.1
H 7.057 0.729 -2.014 -0.3 0.2 -0.1
H 1.672 -3.345 -1.549 0.0 0.3 0.0
H -1.612 -0.157 2.312 0.2 -0.4 -0.4
H -4.830 1.084 0.461 -0.2 -0.2 0.1
H 6.272 2.142 -3.940 -0.2 0.1 0.3
H 4.081 -1.185 -0.881 0.2 -0.2 0.2
H -1.514 -1.797 -2.287 0.5 0.1 -0.4
H -2.636 -2.758 2.614 -0.2 0.1 -0.1
H -1.083 -1.770 -4.038 0.0 -0.1 0.3
H 3.164 3.783 -1.416 0.1 0.0 0.0
H 0.713 -2.882 -4.719 0.2 0.1 0.1
H -0.424 -1.534 1.869 -0.4 0.2 -0.2
H -7.593 1.857 -3.041 0.1 0.0 0.0
H -3.538 1.755 -1.821 -0.1 0.1 -0.2
H -1.804 -3.586 -0.383 -0.1 0.0 -0.2
H -3.787 -1.398 2.710 0.0 -0.2 0.2
H 5.798 0.806 0.142 0.0 0.3 -0.4
H 4.315 -2.637 0.178 0.0 0.3 -0.2
H -3.557 -3.568 -0.163 0.2 0.3 0.1
H 4.310 3.642 -3.642 -0.1 -0.1 0.1
H -5.015 2.749 -1.989 0.2 -0.2 0.0
H -4.567 1.634 -3.293 0.1 0.1 0.3
H 6.793 3.257 2.636 -0.2 0.0 -0.1
H -6.681 -4.134 -0.126 -0.1 0.5 0.3
H 2.702 -0.800 2.520 -0.2 0.3 -0.5
H 6.698 3.610 0.921 0.0 -0.2 -0.1
H -7.545 -1.499 3.210 0.0 -0.1 -0.1
H -8.155 0.237 -3.392 0.1 0.1 -0.1
H 6.203 -1.147 1.965 -0.4 0.2 0.1
H 6.793 1.916 1.511 -0.1 0.2 -0.1
H -0.684 -0.403 -2.962 0.1 -0.4 -0.1
H -0.923 -0.251 0.444 -0.2 -0.9 1.1
H 5.687 -1.548 -0.144 -0.2 0.0 -0.3
H -2.879 -2.764 -1.563 0.1 -0.2 0.0
H -4.217 -2.875 1.799 0.0 0.1 0.2
H -7.131 -0.463 -1.471 0.2 0.2 0.1

***

[2]
60
Properties=species:S:1:pos:R:3:forces:R:3 method="wB97M-V/def2-TZVPD" e_tot_ha=-1686.858483 e_homo_ev=-12.3 spin_multiplicity=1 charge=+2
Ba 1.453 -3.357 -0.671 0.2 1.1 0.0
F -4.130 0.534 1.788 0.7 0.4 -0.3
O -0.061 -1.486 -0.153 0.1 1.4 0.2
O 2.130 -5.742 -0.323 0.9 -1.7 -0.6
O 2.973 -4.200 -2.459 1.5 -1.9 -0.5
O 3.178 -1.212 -0.471 -1.1 0.1 -0.6
O 4.653 -5.214 -3.529 -0.3 -0.9 0.4
O 2.103 -1.079 -2.470 0.2 0.1 1.5
N 3.705 -6.368 -1.860 -0.6 0.0 0.4
N -3.770 3.264 1.664 -0.4 0.4 -0.3
N 0.628 2.560 -0.298 -0.9 -2.6 0.5
N -4.672 5.393 3.052 -0.8 0.7 0.3
C 1.322 4.372 -1.838 -0.4 0.5 -0.4
C -2.942 1.034 1.316 -0.1 -0.6 0.0
C -4.616 3.001 2.804 0.2 -0.1 -0.2
C -4.437 4.134 3.802 0.5 -0.7 0.1
C 4.544 -7.366 -2.519 -0.7 -0.5 0.3
C 1.549 1.670 -0.784 -0.4 -0.4 0.4
C -0.793 0.684 0.356 0.2 0.4 -0.1
C -3.844 5.657 1.844 0.4 0.0 -0.4
C -0.578 2.080 0.238 0.5 0.0 -0.4
C 2.353 -0.694 -1.296 0.2 -0.6 -0.4
C 2.716 -8.019 -0.373 -0.8 -1.3 0.8
C -1.599 2.948 0.641 -0.9 -0.3 0.8
C 2.818 -6.657 -0.823 -0.4 2.3 -0.4
C -4.066 4.470 0.927 0.2 -0.3 0.1
C -2.771 2.428 1.226 1.0 -0.2 -0.5
C 1.378 0.321 -0.714 0.0 0.2 -0.1
C 1.521 -8.467 0.084 1.3 0.3 -0.4
C -1.987 0.162 0.887 -0.1 0.5 0.2
C 2.248 4.439 -0.667 0.2 0.3 0.1
C 5.306 -6.525 -3.501 0.9 0.6 -0.7
C 3.713 -5.174 -2.597 -0.7 1.5 0.0
C 0.853 3.923 -0.491 0.6 1.5 -0.4
C 0.181 -0.226 -0.160 0.1 -1.1 -0.3
H 1.429 -9.479 0.473 -0.1 0.2 -0.2
H 3.091 3.753 -0.678 -0.2 0.3 0.3
H -3.423 4.175 4.211 -0.2 -0.1 -0.1
H -4.179 6.591 1.391 0.0 0.0 0.2
H -5.162 4.074 4.615 0.1 0.2 -0.1
H 1.515 3.590 -2.575 -0.2 0.3 0.1
H 2.442 2.090 -1.241 -0.3 -0.2 0.2
H 0.882 5.300 -2.193 0.3 -0.2 -0.3
H -5.114 4.439 0.578 0.2 0.1 0.0
H -4.617 6.183 3.693 -0.2 0.1 0.0
H 2.417 5.415 -0.225 0.3 -0.2 -0.1
H -2.142 -0.911 0.935 0.1 0.2 -0.1
H -2.805 5.747 2.174 -0.1 -0.1 -0.1
H 3.619 -8.632 -0.402 -0.4 0.0 0.0
H 0.200 4.595 0.044 0.0 -0.2 0.0
H -4.349 2.049 3.260 -0.2 0.2 0.0
H -1.518 4.030 0.557 0.1 -0.4 0.1
H -3.412 4.513 0.053 -0.3 0.2 0.1
H 5.268 -6.933 -4.515 0.1 0.2 0.3
H -5.663 2.955 2.461 0.0 -0.1 0.3
H 5.187 -7.848 -1.786 0.0 -0.1 -0.2
H -5.629 5.307 2.702 -0.3 0.4 0.2
H 0.646 -7.820 0.050 0.2 -0.2 0.1
H 6.341 -6.368 -3.179 -0.2 0.1 -0.3
H 3.916 -8.102 -3.036 0.2 0.0 0.3

***

[3]
57
Properties=species:S:1:pos:R:3:forces:R:3 method="wB97M-V/def2-TZVPD" s_squared=0.76 e_tot_ha=-1080.430414 e_above_lowest_kcal_mol=57.6 e_homo_ev="-11.9 / -11.8" spin_multiplicity=2 charge=+1
O -1.326 19.233 -5.155 0.8 1.5 -2.1
O -0.834 23.891 -4.979 0.0 -0.7 -0.8
O 1.239 25.898 -4.970 -0.7 1.0 -1.2
O 2.785 23.946 -10.716 -0.1 -0.4 1.2
O -1.117 22.792 -2.426 -1.7 0.6 -0.3
O -3.173 22.114 -9.300 -0.9 1.0 -1.0
O -5.297 23.023 -6.936 0.2 1.2 1.6
O -1.984 18.262 -9.069 -0.2 -0.1 -0.3
O -2.522 20.412 -7.429 -0.7 1.0 -0.4
C -1.422 24.088 -1.796 2.2 -0.4 0.0
C -4.285 23.773 -6.245 1.0 -1.1 -0.9
C 3.089 24.560 -9.448 0.3 1.8 -0.7
C -4.046 21.526 -10.215 -0.7 0.1 -0.8
C -2.024 18.806 -4.065 -0.8 -1.9 1.7
C -0.171 23.212 -7.147 1.0 0.1 -0.5
C -0.300 22.795 -5.738 -0.3 0.0 0.1
C 0.688 27.240 -5.135 1.0 -0.3 2.1
C -1.056 18.514 -10.101 2.0 0.3 -0.5
C -0.509 19.954 -9.989 -1.6 -0.5 -0.6
H -2.225 19.755 -8.058 0.0 -0.9 -0.3
H 2.149 24.498 -11.176 0.0 0.1 0.1
H -2.466 17.486 -9.362 -0.3 -0.1 0.5
H -4.277 23.707 -5.157 -0.9 -0.3 -0.1
H -2.111 20.156 -6.603 0.3 -0.2 0.9
H -1.428 18.261 -11.094 -0.7 0.7 -0.1
H 0.444 22.467 -7.652 -0.4 -0.2 -0.4
H -1.348 20.587 -10.280 0.1 0.4 -0.2
H -3.084 19.053 -4.113 0.2 0.6 -0.1
H 0.527 25.282 -5.155 -0.3 -0.4 0.2
H 0.674 22.471 -5.371 0.0 0.1 0.4
H -3.110 21.527 -8.542 0.8 -1.0 1.6
H -4.952 22.618 -7.735 0.4 0.0 -0.3
H -4.197 24.834 -6.480 -0.8 0.4 -0.4
H -0.441 18.863 -5.187 -0.1 -0.1 0.1
H 0.458 24.101 -7.199 -0.5 0.4 -0.2
H -0.517 24.651 -2.023 0.0 0.5 0.5
H 0.286 20.131 -10.713 0.2 0.0 0.4
H -3.313 23.445 -6.613 0.3 -0.3 0.0
H -0.976 21.941 -5.763 -0.1 -0.2 0.7
H -4.523 22.267 -10.856 0.2 0.4 0.2
H -1.045 23.492 -4.131 0.0 0.0 0.9
H -2.037 17.716 -4.067 0.0 -0.3 0.3
H -1.162 23.297 -7.591 0.3 0.3 -0.4
H -4.825 20.885 -9.804 0.2 -0.1 0.5
H 0.023 27.552 -5.940 0.4 -0.8 -0.7
H 0.124 27.456 -4.227 -0.2 0.1 0.2
H 3.744 25.409 -9.650 1.0 -0.3 0.0
H -1.540 23.967 -0.719 -0.2 0.1 -0.1
H 3.538 23.923 -8.686 -0.2 -0.4 -0.6
H -2.220 24.696 -2.222 -0.4 -1.0 -0.3
H -0.220 17.815 -10.091 0.3 -0.2 0.8
H -1.566 19.107 -3.123 -0.2 0.3 0.1
H -0.303 20.264 -8.964 0.6 -0.3 -0.1
H -3.500 20.909 -10.928 0.5 -0.3 -0.1
H -0.370 22.371 -1.995 0.0 0.3 0.2
H 2.310 25.177 -9.000 -1.0 -0.8 0.1
H 1.581 27.858 -5.050 -0.3 0.3 -0.5

***

[4]
6
Properties=species:S:1:pos:R:3:forces:R:3 method="wB97M-V/def2-TZVPD" e_tot_ha=-629.392461 e_above_lowest_kcal_mol=67.9 e_homo_ev=-9.7 spin_multiplicity=1 charge=0
Cl 2.718 0.154 0.012 0.0 0.0 0.2
O 0.690 -2.117 0.117 -1.3 3.8 -0.9
N 1.074 0.547 -0.282 -2.1 -3.1 0.2
C 0.175 -1.080 -0.255 3.0 -1.3 0.5
H -0.779 -1.108 -0.821 0.3 0.9 0.4
H 0.741 1.015 0.576 0.2 -0.3 -0.3